{
  "formula": "C46H36AsF17NO3PPtTe",
  "method": "ωB97M-V/def2-TZVPD",
  "homo_lumo_gap_ev": 5.59,
  "de_lowest_kj_mol": 0.0,
  "total_charge": -2,
  "spin_multiplicity": 1,
  "elements": ["Pt", "C", "C", "C", "C", "C", "N", "C", "C", "C", "C", "C", "C", "C", "C", "O", "C", "F", "F", "F", "C", "F", "F", "F", "C", "C", "C", "O", "C", "F", "F", "F", "C", "F", "F", "F", "H", "H", "H", "H", "H", "H", "H", "H", "H", "H", "H", "H", "F", "Te", "F", "F", "F", "F", "O", "C", "C", "As", "C", "C", "C", "C", "C", "C", "C", "C", "C", "C", "C", "C", "P", "C", "C", "C", "C", "C", "C", "C", "C", "C", "C", "C", "C", "H", "H", "H", "H", "H", "H", "H", "H", "H", "H", "H", "H", "H", "H", "H", "H", "H", "H", "H", "H", "H", "H", "H", "H"],
  "xyz": [[0.76, -0.87, -2.03], [7.28, -3.30, -2.45], [6.05, -2.48, -2.18], [6.06, -1.09, -2.20], [4.91, -0.37, -1.99], [3.66, -0.98, -1.73], [2.55, -0.19, -1.57], [2.65, 1.15, -1.24], [3.46, 1.52, -0.15], [3.55, 2.82, 0.28], [2.84, 3.83, -0.36], [2.88, 5.25, 0.11], [2.06, 3.47, -1.45], [1.94, 2.16, -1.91], [1.08, 1.81, -3.15], [0.20, 0.79, -2.96], [0.14, 2.98, -3.55], [0.83, 4.07, -3.99], [-0.67, 2.64, -4.57], [-0.62, 3.38, -2.55], [2.04, 1.54, -4.36], [2.58, 0.32, -4.34], [1.42, 1.66, -5.54], [3.06, 2.44, -4.38], [3.64, -2.40, -1.70], [4.83, -3.09, -1.94], [2.37, -3.21, -1.37], [1.27, -2.53, -0.98], [1.97, -4.12, -2.58], [0.89, -4.86, -2.30], [2.92, -5.00, -2.98], [1.68, -3.38, -3.65], [2.67, -4.12, -0.13], [3.50, -5.16, -0.36], [3.22, -3.40, 0.85], [1.55, -4.66, 0.37], [8.18, -2.70, -2.30], [7.31, -3.68, -3.47], [7.34, -4.16, -1.78], [6.99, -0.56, -2.40], [4.95, 0.71, -2.06], [4.00, 0.73, 0.36], [4.17, 3.06, 1.14], [3.82, 5.47, 0.64], [2.06, 5.47, 0.80], [2.80, 5.95, -0.72], [1.53, 4.27, -1.96], [4.81, -4.17, -1.92], [-2.77, -0.05, -5.45], [-1.97, -0.90, -3.97], [-2.18, -2.51, -4.93], [-2.39, 0.75, -3.15], [-0.44, -0.70, -5.05], [-3.72, -1.34, -3.40], [-1.14, -1.60, -2.53], [-2.16, 0.29, 2.55], [-1.61, 1.56, 3.20], [-2.84, 3.10, 3.41], [-4.18, 2.16, 4.50], [-5.15, 1.30, 4.00], [-6.01, 0.63, 4.85], [-5.93, 0.81, 6.22], [-4.98, 1.68, 6.74], [-4.12, 2.35, 5.88], [-3.78, 3.06, 1.69], [-3.11, 2.69, 0.53], [-3.76, 2.70, -0.70], [-5.08, 3.11, -0.77], [-5.75, 3.51, 0.38], [-5.10, 3.49, 1.60], [-1.05, -0.24, 1.15], [-1.94, -1.72, 0.55], [-3.24, -1.53, 0.07], [-3.93, -2.58, -0.51], [-3.32, -3.82, -0.64], [-2.02, -4.00, -0.19], [-1.34, -2.96, 0.41], [0.34, -0.93, 2.13], [0.18, -1.87, 3.16], [1.27, -2.26, 3.92], [2.53, -1.73, 3.67], [2.70, -0.82, 2.64], [1.61, -0.43, 1.87], [-3.15, 0.46, 2.10], [-2.29, -0.51, 3.28], [-0.73, 1.94, 2.68], [-1.28, 1.37, 4.23], [-5.23, 1.15, 2.93], [-6.75, -0.05, 4.43], [-6.61, 0.28, 6.88], [-4.91, 1.83, 7.81], [-3.38, 3.03, 6.29], [-2.08, 2.35, 0.56], [-3.23, 2.37, -1.59], [-5.60, 3.11, -1.72], [-6.78, 3.83, 0.33], [-5.63, 3.80, 2.50], [-3.70, -0.55, 0.11], [-4.92, -2.42, -0.91], [-3.84, -4.63, -1.14], [-1.52, -4.95, -0.34], [-0.30, -3.10, 0.69], [-0.80, -2.29, 3.35], [1.14, -2.99, 4.71], [3.38, -2.04, 4.26], [3.68, -0.43, 2.41], [1.74, 0.26, 1.04]],
  "lowdin_charge": [1.169, -0.075, -0.292, -0.063, -0.027, -0.211, -0.112, -0.251, -0.055, -0.049, -0.281, -0.069, 0.012, -0.039, -0.338, -0.335, -0.558, 0.114, 0.145, 0.174, -0.528, 0.158, 0.149, 0.122, -0.047, -0.005, -0.365, -0.272, -0.545, 0.151, 0.114, 0.154, -0.540, 0.122, 0.157, 0.145, 0.062, 0.070, 0.068, 0.100, 0.109, 0.109, 0.104, 0.065, 0.074, 0.070, 0.110, 0.109, -0.386, 1.813, -0.397, -0.381, -0.376, -0.393, -0.649, -0.423, -0.447, 1.267, -0.408, -0.112, -0.088, -0.110, -0.109, -0.144, -0.438, -0.111, -0.056, -0.087, -0.105, -0.153, 1.081, -0.377, -0.112, -0.108, -0.097, -0.075, -0.101, -0.369, -0.098, -0.096, -0.106, -0.085, -0.087, 0.035, 0.073, 0.042, 0.056, 0.096, 0.100, 0.093, 0.093, 0.083, 0.074, 0.092, 0.100, 0.092, 0.095, 0.096, 0.096, 0.094, 0.101, 0.079, 0.103, 0.092, 0.093, 0.096, 0.071]
}

{
  "formula": "C29H47Ge2N2O8P2SW",
  "method": "ωB97M-V/def2-TZVPD",
  "homo_lumo_gap_ev": [6.31, 4.61],
  "total_charge": 3,
  "spin_multiplicity": 3,
  "s_squared": 2.0437,
  "elements": ["W", "C", "C", "Ge", "C", "C", "C", "C", "Ge", "C", "C", "C", "C", "C", "C", "C", "C", "C", "C", "H", "H", "H", "H", "H", "H", "H", "H", "H", "H", "H", "H", "H", "H", "H", "H", "H", "H", "H", "H", "H", "H", "H", "H", "H", "H", "C", "C", "O", "P", "O", "O", "O", "P", "O", "O", "O", "H", "H", "H", "H", "H", "H", "H", "C", "C", "C", "N", "C", "S", "N", "C", "O", "C", "C", "C", "C", "C", "C", "H", "H", "H", "H", "H", "H", "H", "H", "H", "H", "H", "H", "H", "H"],
  "xyz": [[1.25, 0.36, -0.82], [-1.71, 3.88, -1.55], [-0.33, 3.29, -1.83], [-0.42, 1.52, -2.70], [0.38, 1.54, -4.48], [-0.47, 2.40, -5.42], [-2.26, 0.84, -2.73], [-2.51, -0.46, -2.40], [-0.84, -1.48, -2.00], [-0.04, -2.20, -3.62], [-0.90, -3.33, -4.21], [-0.80, -2.76, -0.51], [-2.07, -3.60, -0.33], [-3.84, -1.00, -2.49], [-4.99, -0.15, -2.39], [-6.25, -0.67, -2.52], [-6.41, -2.04, -2.77], [-5.30, -2.90, -2.87], [-4.05, -2.40, -2.71], [-1.61, 4.86, -1.08], [-2.29, 3.24, -0.88], [-2.28, 4.02, -2.47], [0.25, 3.23, -0.91], [0.25, 3.92, -2.52], [0.50, 0.53, -4.87], [1.38, 1.96, -4.35], [-1.45, 1.96, -5.61], [0.03, 2.51, -6.38], [-0.62, 3.41, -5.03], [-3.07, 1.48, -3.09], [0.94, -2.57, -3.34], [0.10, -1.41, -4.35], [-1.12, -4.11, -3.48], [-0.36, -3.81, -5.02], [-1.84, -2.96, -4.62], [-0.58, -2.22, 0.41], [0.06, -3.39, -0.72], [-2.95, -2.99, -0.16], [-1.95, -4.24, 0.55], [-2.25, -4.26, -1.18], [-4.86, 0.90, -2.18], [-7.12, -0.03, -2.44], [-7.41, -2.45, -2.90], [-5.46, -3.96, -3.07], [-3.19, -3.05, -2.79], [5.27, 0.61, -0.13], [4.38, -0.38, -0.84], [5.12, -1.37, -1.58], [3.42, -1.47, 0.33], [3.80, -1.15, 1.81], [3.80, -2.95, 0.03], [1.90, -1.29, 0.20], [3.41, 0.39, -2.33], [2.02, 1.19, 0.77], [2.12, -0.66, -2.24], [2.42, 1.61, -1.72], [6.01, 0.11, 0.49], [4.69, 1.28, 0.51], [5.80, 1.22, -0.87], [6.01, -1.05, -1.78], [4.22, -1.83, 2.35], [4.45, -3.04, -0.69], [2.32, 2.09, 0.62], [-0.60, 3.68, 3.85], [-0.93, 2.47, 4.72], [-2.01, 1.57, 4.14], [-1.77, 1.18, 2.73], [-0.68, 0.76, 2.15], [-0.83, 0.63, 0.36], [0.41, 0.38, 2.81], [0.38, -0.37, 4.04], [-0.63, -0.93, 4.36], [1.67, -0.42, 4.76], [2.65, 0.56, 4.59], [3.81, 0.49, 5.33], [4.00, -0.54, 6.24], [3.03, -1.52, 6.41], [1.85, -1.45, 5.68], [0.10, 4.34, 4.36], [-1.50, 4.26, 3.62], [-0.14, 3.39, 2.90], [-1.32, 2.81, 5.68], [-0.02, 1.92, 4.96], [-2.96, 2.10, 4.11], [-2.14, 0.66, 4.73], [-2.56, 1.33, 2.11], [1.29, 0.46, 2.31], [2.49, 1.38, 3.90], [4.57, 1.26, 5.22], [4.91, -0.58, 6.82], [3.18, -2.31, 7.13], [1.07, -2.19, 5.82]],
  "lowdin_charge": [1.328, -0.151, -0.356, 0.839, -0.341, -0.137, -0.159, -0.303, 0.969, -0.337, -0.135, -0.349, -0.136, -0.162, 0.027, -0.001, 0.060, 0.008, -0.005, 0.089, 0.056, 0.077, 0.035, 0.086, 0.053, 0.068, 0.074, 0.090, 0.074, 0.084, 0.067, 0.050, 0.071, 0.093, 0.070, 0.025, 0.080, 0.072, 0.093, 0.067, 0.124, 0.135, 0.140, 0.137, 0.081, -0.061, -0.652, -0.108, 0.580, -0.052, -0.035, -0.406, 0.978, -0.392, -0.635, -0.590, 0.105, 0.082, 0.104, 0.131, 0.136, 0.119, 0.061, -0.079, -0.211, -0.123, 0.073, -0.589, 0.710, 0.140, -0.375, 0.139, -0.162, -0.042, -0.055, -0.039, -0.037, 0.006, 0.087, 0.086, 0.057, 0.133, 0.091, 0.138, 0.121, 0.137, 0.079, 0.113, 0.116, 0.121, 0.122, 0.129]
}

{
  "formula": "C23H25Cl3N5O8P2PdSSe",
  "method": "ωB97M-V/def2-TZVPD",
  "homo_lumo_gap_ev": [7.53, 6.81],
  "de_lowest_kj_mol": 37.1,
  "total_charge": 1,
  "spin_multiplicity": 3,
  "s_squared": 2.0050,
  "elements": ["Pd", "N", "C", "C", "P", "O", "O", "O", "P", "O", "O", "O", "H", "H", "H", "H", "H", "H", "H", "H", "O", "N", "Se", "C", "C", "C", "N", "C", "C", "H", "H", "H", "H", "Cl", "C", "C", "C", "C", "C", "C", "N", "C", "C", "N", "C", "O", "C", "C", "C", "Cl", "S", "C", "C", "C", "Cl", "C", "H", "H", "H", "H", "H", "H", "H", "H", "H", "H", "H", "H", "H"],
  "xyz": [[-1.94, 1.77, -0.23], [-2.15, 3.78, -4.45], [-1.64, 4.00, -3.04], [-1.19, 5.44, -2.84], [-0.30, 2.69, -2.87], [1.04, 3.50, -3.17], [-0.63, 1.76, -3.98], [-0.23, 2.23, -1.43], [-3.00, 3.55, -1.89], [-4.17, 4.42, -2.54], [-2.63, 3.94, -0.48], [-3.25, 2.07, -2.02], [-1.64, 4.36, -5.11], [-3.15, 3.99, -4.54], [-1.92, 2.78, -4.65], [-0.40, 5.70, -3.54], [-0.80, 5.56, -1.83], [-2.02, 6.14, -2.96], [1.60, 3.60, -2.38], [-4.97, 4.50, -2.02], [-2.13, 2.26, 2.65], [-1.26, 1.87, 1.96], [0.41, 1.38, 2.73], [-0.09, 1.66, 4.55], [-0.77, 0.68, 5.25], [-1.13, 0.95, 6.57], [-0.85, 2.10, 7.18], [-0.19, 3.03, 6.49], [0.21, 2.86, 5.17], [-1.01, -0.28, 4.80], [-1.66, 0.21, 7.15], [0.02, 3.95, 7.01], [0.74, 3.65, 4.65], [2.12, -4.19, -5.65], [1.75, -4.20, -3.96], [2.32, -3.26, -3.12], [2.01, -3.28, -1.78], [1.12, -4.20, -1.24], [0.75, -4.18, 0.23], [-0.69, -3.69, 0.48], [-1.06, -2.43, -0.16], [-1.20, -2.19, -1.51], [-1.55, -0.88, -1.64], [-1.61, -0.32, -0.38], [-1.32, -1.28, 0.48], [1.74, -3.55, 1.03], [1.58, -2.19, 1.40], [2.84, -1.74, 2.07], [2.97, -1.46, 3.39], [1.75, -1.57, 4.60], [4.56, -1.00, 3.84], [5.09, -1.19, 2.22], [4.09, -1.58, 1.40], [0.59, -5.15, -2.11], [-0.49, -6.38, -1.52], [0.88, -5.15, -3.46], [3.01, -2.52, -3.53], [2.47, -2.55, -1.12], [0.74, -5.21, 0.58], [-0.85, -3.57, 1.55], [-1.37, -4.46, 0.12], [-1.06, -2.95, -2.25], [-1.74, -0.30, -2.52], [-1.28, -1.18, 1.55], [0.75, -2.07, 2.10], [1.38, -1.55, 0.53], [6.12, -1.00, 1.97], [4.24, -1.78, 0.35], [0.45, -5.90, -4.11]],
  "lowdin_charge": [1.060, 0.180, -0.493, -0.068, 0.335, -0.107, -0.285, -0.385, 0.275, -0.107, -0.329, -0.349, 0.169, 0.149, 0.123, 0.087, 0.095, 0.091, 0.093, 0.109, -0.028, -0.442, 1.100, -0.553, -0.127, -0.120, 0.084, -0.119, -0.085, 0.091, 0.115, 0.115, 0.106, 0.703, -0.662, -0.079, -0.007, -0.197, -0.273, -0.055, -0.040, -0.012, -0.088, -0.050, -0.163, -0.068, -0.191, -0.315, -0.972, 0.684, 1.021, -0.393, -0.127, -0.588, 0.749, -0.123, 0.113, 0.102, 0.143, 0.141, 0.107, 0.129, 0.101, 0.121, 0.080, 0.128, 0.074, 0.112, 0.111]
}

{
  "formula": "C4H8O2",
  "method": "ωB97M-V/def2-TZVPD",
  "homo_lumo_gap_ev": 8.97,
  "de_lowest_kj_mol": 541.3,
  "spin_multiplicity": 1,
  "elements": ["C", "C", "O", "C", "C", "O", "H", "H", "H", "H", "H", "H", "H", "H"],
  "xyz": [[-0.70, -1.01, -0.12], [-1.50, 0.29, -0.25], [-0.51, 1.26, -0.54], [0.65, 1.25, 0.25], [1.68, -0.40, 0.15], [0.35, -0.68, 0.71], [-1.24, -1.79, 0.41], [-0.35, -1.35, -1.10], [-2.23, 0.28, -1.06], [-2.02, 0.51, 0.70], [0.43, 1.49, 1.30], [1.34, 1.87, -0.26], [2.32, -1.20, 0.65], [1.75, -0.67, -0.92]],
  "lowdin_charge": [-0.221, -0.157, -0.111, -0.076, -0.032, -0.283, 0.124, 0.127, 0.129, 0.128, 0.127, 0.076, 0.097, 0.072]
}